A structure of composition C43H41CsN7OP2SSe2, computed with ωB97M-V/def2-TZVPD.

Energy above the lowest of the compared OMol25 structures with the same formula, charge and spin, eV: 0.0946
Net charge: -1
F_max, hartree/bohr: 0.0027
E_tot, eV: -218392.6507

Last column: Löwdin charge in e.
Cartesian coordinates (Å):
Cs -2.33101 0.36800 1.42786  0.783
N -5.57701 -1.23599 4.94858  0.029
C -5.33154 -0.61151 3.75146  -0.980
S -4.75727 0.99754 3.81499  0.355
N -5.59865 -1.39972 2.71448  -0.050
N -5.25113 -0.88402 1.51180  -0.006
C -5.62040 -1.57192 0.48741  -0.225
C -6.41007 -2.83547 0.56952  -0.197
C -7.66096 -2.86861 1.18188  -0.037
C -8.39238 -4.04492 1.22520  -0.091
C -7.87909 -5.20955 0.66646  -0.109
C -6.63250 -5.18685 0.05964  -0.091
C -5.90651 -4.00404 0.00729  -0.044
C -5.25373 -1.08483 -0.86528  -0.219
C -6.05121 -1.42843 -1.96227  -0.018
C -5.71416 -0.96807 -3.22067  -0.074
C -4.58160 -0.18326 -3.36551  -0.070
C -3.84558 0.10559 -2.22686  -0.154
N -4.16176 -0.32326 -1.00907  0.060
H -5.65455 -0.64219 5.75364  0.053
H -6.12385 -2.08077 4.90570  0.077
H -8.04648 -1.96525 1.63483  0.113
H -9.36452 -4.05621 1.70300  0.095
H -8.44875 -6.12994 0.70613  0.092
H -6.22219 -6.09024 -0.37491  0.096
H -4.93396 -3.98267 -0.47191  0.120
H -6.92704 -2.04514 -1.81558  0.112
H -6.32835 -1.22050 -4.07651  0.102
H -4.26502 0.19477 -4.32796  0.098
H -2.94012 0.69977 -2.30085  0.035
Se 3.30880 -0.67651 -2.97976  0.331
P 3.83670 -0.16591 -0.99921  0.570
C 4.78429 -1.49063 -0.17348  -0.333
C 5.30800 -1.30195 1.10414  -0.086
C 6.05083 -2.30176 1.70570  -0.082
C 6.27470 -3.50114 1.03927  -0.094
C 5.75168 -3.69386 -0.22814  -0.087
C 5.00832 -2.68857 -0.83495  -0.109
C 4.96842 1.25902 -0.89967  -0.334
C 5.02685 2.04142 0.25103  -0.099
C 5.95210 3.06864 0.35110  -0.081
C 6.82860 3.31621 -0.69693  -0.093
C 6.76854 2.54238 -1.84687  -0.087
C 5.83701 1.51968 -1.95246  -0.098
C 2.50754 0.19931 0.14215  -0.444
C 1.51376 1.18075 0.23833  -0.473
N 0.77699 0.87936 1.32639  -0.102
N 1.27852 -0.21776 1.86704  -0.067
N 2.31516 -0.64827 1.17493  -0.012
P 0.97746 2.66086 -0.60196  0.569
Se -0.99747 2.55370 -1.37128  0.292
C 2.17055 3.12503 -1.88873  -0.336
C 3.17301 4.06390 -1.64725  -0.084
C 4.02045 4.45285 -2.67140  -0.091
C 3.87905 3.89991 -3.93725  -0.086
C 2.88960 2.95970 -4.17817  -0.088
C 2.02927 2.57935 -3.15961  -0.146
C 1.15600 3.97609 0.64279  -0.350
C 1.93479 3.80974 1.78295  -0.080
C 2.09666 4.86188 2.67392  -0.077
C 1.48228 6.08108 2.42944  -0.089
C 0.69657 6.24697 1.29637  -0.079
C 0.53039 5.19721 0.40727  -0.098
H 5.11952 -0.38187 1.64016  0.097
H 6.44673 -2.15014 2.70176  0.100
H 6.85221 -4.28461 1.51413  0.097
H 5.91733 -4.62753 -0.75061  0.099
H 4.59449 -2.82671 -1.82580  0.042
H 4.33694 1.85416 1.06466  0.093
H 5.98338 3.67886 1.24528  0.104
H 7.55183 4.11876 -0.61990  0.100
H 7.44095 2.74265 -2.67180  0.103
H 5.76365 0.92356 -2.85416  0.073
H 3.28902 4.49812 -0.66298  0.103
H 4.79548 5.18334 -2.47756  0.103
H 4.54492 4.20182 -4.73664  0.101
H 2.78499 2.51473 -5.15898  0.105
H 1.24016 1.86380 -3.34868  0.074
H 2.38889 2.85020 1.98941  0.093
H 2.69185 4.72151 3.56733  0.102
H 1.60320 6.89830 3.12948  0.099
H 0.20277 7.19221 1.11063  0.102
H -0.09968 5.30771 -0.46724  0.084
C -0.40180 -1.60274 -1.48299  -0.069
C -0.24689 -2.55448 -0.32099  -0.279
O -1.45034 -2.55046 0.43693  -0.249
C -1.30186 -3.18984 1.69271  -0.304
C -2.67012 -3.41451 2.29577  -0.064
H 0.49606 -1.61324 -2.10215  0.032
H -0.54510 -0.57844 -1.13208  0.024
H -1.26364 -1.87834 -2.09453  0.077
H 0.59569 -2.26190 0.31280  0.093
H -0.05647 -3.57641 -0.67927  0.121
H -0.66851 -2.57124 2.34358  0.111
H -0.78478 -4.15057 1.56139  0.118
H -3.23249 -2.48868 2.42016  0.031
H -2.57631 -3.87633 3.28024  0.081
H -3.26609 -4.07267 1.66173  0.072

Forces on the atoms, in the same order (eV/Å):
Cs -0.018 0.010 0.069
N 0.000 -0.020 0.001
C 0.009 -0.011 -0.040
S -0.001 0.026 0.022
N 0.090 0.077 0.016
N -0.093 -0.094 -0.047
C 0.042 0.016 0.047
C -0.028 0.047 0.000
C -0.004 -0.021 0.009
C 0.013 -0.004 -0.007
C -0.013 0.001 0.008
C 0.022 0.006 -0.009
C -0.010 -0.023 0.002
C 0.006 -0.026 -0.015
C -0.002 0.006 -0.007
C 0.007 0.001 0.003
C 0.004 0.002 -0.001
C 0.039 0.003 -0.017
N -0.079 -0.031 -0.024
H -0.008 0.006 -0.003
H -0.005 0.003 0.000
H 0.003 0.001 -0.003
H 0.000 -0.002 -0.001
H -0.001 0.000 0.001
H 0.000 -0.001 0.000
H 0.000 -0.002 0.001
H 0.001 0.003 0.001
H 0.001 0.001 -0.003
H -0.004 -0.005 -0.004
H -0.003 0.004 0.019
Se -0.008 -0.004 0.016
P 0.007 -0.021 -0.009
C -0.011 0.000 -0.010
C -0.005 0.007 -0.003
C 0.005 0.003 0.005
C -0.008 0.001 0.004
C 0.005 0.007 -0.004
C -0.006 -0.005 -0.002
C -0.005 0.013 0.006
C -0.005 -0.015 0.000
C 0.018 0.012 -0.005
C -0.011 -0.001 0.014
C -0.007 -0.007 -0.015
C 0.011 0.011 0.004
C -0.036 0.009 -0.006
C 0.082 -0.045 0.040
N 0.064 -0.034 -0.023
N -0.053 -0.003 -0.021
N 0.036 -0.001 0.043
P -0.095 0.062 -0.033
Se 0.085 0.053 -0.025
C -0.008 -0.008 -0.001
C -0.005 -0.001 0.006
C 0.009 0.001 0.002
C -0.001 -0.012 -0.003
C 0.005 0.006 0.007
C -0.003 0.012 -0.013
C 0.014 0.003 0.001
C -0.002 -0.003 -0.009
C -0.004 0.009 0.001
C 0.002 -0.005 0.006
C -0.005 0.002 -0.009
C 0.001 -0.008 -0.002
H 0.001 0.007 -0.003
H 0.002 -0.003 0.000
H 0.001 0.001 0.001
H 0.001 -0.001 0.001
H -0.001 0.003 -0.002
H 0.000 -0.004 0.002
H 0.002 0.000 0.001
H 0.001 0.001 0.000
H 0.002 0.001 0.001
H 0.002 0.001 -0.003
H -0.004 0.005 0.002
H 0.000 0.000 0.000
H 0.001 0.001 0.000
H 0.002 0.001 -0.002
H 0.001 0.002 0.005
H 0.004 -0.002 0.003
H 0.000 -0.001 -0.001
H -0.001 0.001 -0.001
H 0.001 0.001 0.001
H 0.000 0.008 0.003
C -0.015 0.019 0.011
C -0.010 -0.032 -0.045
O -0.052 0.012 0.035
C 0.009 -0.020 0.019
C -0.013 -0.026 0.020
H 0.003 -0.002 -0.009
H -0.001 0.010 -0.010
H 0.002 -0.004 0.002
H -0.009 0.012 -0.004
H 0.010 -0.003 0.018
H 0.010 -0.011 0.004
H 0.005 0.005 -0.031
H 0.017 0.003 0.000
H 0.001 -0.001 -0.001
H -0.003 0.004 0.000